1.
A cluster of 9 separate species, C30H44N8O14 in total in a non-equilibrium geometry. Source: the OMol25 dataset; level of theory: the ωB97M-V functional and the def2-TZVPD basis.

```
96
C30H44N8O14 the ωB97M-V functional and the def2-TZVPD basis
O -0.2774 1.3820 2.0311
C -0.0606 1.6611 0.6701
C 1.0908 1.0808 -0.1783
O 2.4471 1.3757 -0.0367
H -0.0891 2.7689 0.6290
H -0.9476 1.2003 0.1627
H 0.7374 1.2704 -1.2295
H 1.0285 -0.0243 -0.0275
C 3.6754 -0.9972 -4.1468
C 3.9909 -2.3200 -4.4548
C 3.9659 -3.3061 -3.4900
C 3.9321 -2.9214 -2.1533
C 3.6558 -1.6153 -1.8043
C 3.4643 -0.6620 -2.8263
O 3.2592 0.5949 -2.4008
O 4.0281 -4.6430 -3.7896
H 3.5689 -0.1971 -4.8699
H 3.9588 -2.6218 -5.5016
H 3.9792 -3.6676 -1.3686
H 3.5917 -1.2275 -0.7951
H 2.8853 0.7800 -1.4633
H 3.8093 -4.8487 -4.6991
C 0.0907 -2.3970 3.8013
C -0.2973 -3.6377 4.3019
C -0.5628 -3.7571 5.6608
C -0.3936 -2.6585 6.4793
C 0.0616 -1.4373 5.9938
C 0.3051 -1.3064 4.6219
O 0.7549 -0.0914 4.1816
O -0.8961 -4.9608 6.2586
H 0.2903 -2.3436 2.7419
H -0.2087 -4.4825 3.6277
H -0.6733 -2.7149 7.5278
H 0.1718 -0.5464 6.5963
H 0.1049 0.2897 3.5487
H -1.2345 -5.5404 5.5699
C -3.0906 -2.3485 -4.8903
C -2.1483 -2.2330 -3.8858
C -0.9661 -1.5459 -4.1250
C -0.7047 -1.0294 -5.3898
C -1.6630 -1.1392 -6.3887
C -2.8722 -1.7465 -6.1209
O -3.8687 -1.8561 -7.0612
O -0.0157 -1.4119 -3.1362
H -4.0544 -2.8068 -4.7071
H -2.3426 -2.4726 -2.8476
H 0.2265 -0.4928 -5.5216
H -1.3952 -0.7504 -7.3669
H -3.5907 -1.4611 -7.8915
H 0.0416 -0.4727 -2.9085
C -4.6068 0.8260 0.9659
C -5.1033 -0.1874 0.1604
C -4.5217 -1.4353 0.1230
C -3.4400 -1.6972 0.9664
C -2.9760 -0.6928 1.8015
C -3.4979 0.5928 1.7688
O -2.9762 1.5092 2.6528
O -5.0027 -2.4544 -0.6863
H -5.1078 1.7814 1.0543
H -5.9413 0.0050 -0.5002
H -3.0508 -2.6829 1.1933
H -2.3045 -1.0470 2.5733
H -2.0346 1.6802 2.3610
H -4.2409 -2.9999 -0.9045
C 1.5018 4.0027 -3.5966
O 1.1754 5.0069 -4.2487
N 2.3856 3.0669 -4.1028
N 1.0319 3.7314 -2.3459
H 2.6519 3.1142 -5.0610
H 2.7665 2.4572 -3.3963
H 0.3399 4.3801 -2.0247
H 1.3647 2.9623 -1.7764
C 4.2221 -2.9088 1.2187
O 3.4075 -3.7543 0.9013
N 5.6077 -3.0965 1.2104
N 3.9052 -1.7189 1.8216
H 5.8315 -4.0242 0.8985
H 6.1774 -2.2795 1.1356
H 4.6339 -1.1368 2.1854
H 2.9891 -1.2883 1.8113
C -2.9845 4.8278 0.5753
O -3.2731 6.0337 0.5746
N -3.5681 3.9167 1.4155
N -2.1497 4.2802 -0.3865
H -4.1679 4.2949 2.1240
H -3.4395 2.9162 1.3958
H -1.7563 3.3581 -0.2848
H -1.6822 5.0311 -0.8638
C 0.5509 4.4065 5.1447
O 1.4928 3.6695 5.3902
N -0.2386 4.3212 4.0204
N 0.1665 5.4308 6.0054
H -0.1412 3.6689 3.2520
H -1.1820 4.6202 4.2080
H 0.7238 5.6188 6.8129
H -0.3015 6.1822 5.5289
```

Calculated values
**Highest occupied orbital energy**: -0.0682 Ha
**Total charge**: -2
**Lowest unoccupied orbital energy**: 3.60 eV

Atomic partial charges in e from the Mulliken method, atoms 1 to 2: number 1, O, carries -0.183; number 2, C, carries -0.487

---

2.
A structure of composition C13H18N7OOsS5Sb. Source: the OMol25 dataset; level of theory: the ωB97M-V functional and the def2-TZVPD basis.

```
46
C13H18N7OOsS5Sb the ωB97M-V functional and the def2-TZVPD basis
Os -2.1541 -0.5164 -0.2498
S -3.1872 -3.0183 3.6319
Sb -4.0939 -1.6460 2.1456
S -3.3480 -2.4179 -0.1523
S -2.8421 0.3894 1.8559
S -6.2641 -1.2630 1.7473
C 4.0875 1.0027 -0.5261
C 3.0892 1.7666 0.3279
N 1.7576 1.8890 -0.3036
C 1.4549 3.1611 -0.9761
C 1.7707 3.1476 -2.4638
C 0.9024 0.8672 -0.2475
S -0.6396 1.1343 -1.0286
N 1.3459 -0.1906 0.4376
C 0.6392 -1.2423 0.7822
O -0.5993 -1.4801 0.5905
C 1.3422 -2.3266 1.5184
C 0.6180 -3.4211 1.9882
C 1.2684 -4.4262 2.6866
C 2.6353 -4.3419 2.9149
C 3.3578 -3.2483 2.4533
C 2.7114 -2.2389 1.7600
H 5.0560 0.9747 -0.0242
H 4.2280 1.4823 -1.4953
H 3.7538 -0.0209 -0.6894
H 3.4347 2.7852 0.4957
H 2.9654 1.2926 1.2978
H 2.0528 3.9206 -0.4753
H 0.4112 3.4092 -0.7973
H 2.8206 2.9121 -2.6402
H 1.5728 4.1329 -2.8885
H 1.1604 2.4165 -2.9941
H -0.4501 -3.4679 1.8309
H 0.7025 -5.2688 3.0605
H 3.1400 -5.1280 3.4624
H 4.4217 -3.1810 2.6397
H 3.2569 -1.3765 1.4010
N -4.8017 2.5445 -3.7656
N -4.6088 1.6935 -2.6839
N -5.6271 1.1859 -2.0195
C -5.0057 0.3825 -1.1646
N -3.6791 0.4371 -1.3512
N -3.4419 1.2932 -2.3421
H -5.6909 3.0036 -3.6012
H -4.0350 3.2078 -3.7615
H -5.4889 -0.2114 -0.3870
```

Calculated values
**2S+1**: 5
**⟨S²⟩**: 6.025
**Highest occupied orbital energy (spin up / spin down)**: -0.2729 / -0.2946 Ha
**Lowest unoccupied orbital energy (spin up / spin down)**: -0.44 / -2.11 eV

Atomic partial charges in e from the Mulliken method, atoms 1 to 2: number 1, Os, carries 1.046; number 2, S, carries -0.546

---

3.
An isolated molecule of C5H14N4 in a non-equilibrium geometry. Source: the OMol25 dataset; level of theory: the ωB97M-V functional and the def2-TZVPD basis.

```
23
C5H14N4 the ωB97M-V functional and the def2-TZVPD basis
H -1.0616 0.5287 3.2243
N -0.6497 0.0726 2.4128
C -1.4073 0.0541 1.3907
N -2.6190 0.6737 1.2682
C -0.8852 -0.6028 0.1418
N -0.2270 -1.8191 0.5255
N -0.0883 0.4539 -0.6426
C 0.6746 1.3891 0.1427
C 0.6373 -0.0884 -1.7796
C 2.0687 -0.5864 -1.5282
H -3.0338 0.7866 0.3618
H -2.9203 1.3104 1.9893
H -1.7155 -0.8662 -0.5298
H 0.2645 -2.2522 -0.2442
H 0.4058 -1.6442 1.2971
H 1.3301 1.9749 -0.5015
H -0.0076 2.0636 0.6608
H 1.2309 0.8829 0.9708
H 0.0334 -0.9011 -2.1933
H 0.6808 0.7035 -2.5385
H 2.4494 -1.0493 -2.4359
H 2.1132 -1.3224 -0.7287
H 2.7269 0.2382 -1.2638
```

Calculated values
**Highest occupied orbital energy**: -0.2969 Ha
**Lowest unoccupied orbital energy**: 0.96 eV

Atomic partial charges in e from the Mulliken method, atoms 1 to 2: number 1, H, carries 0.201; number 2, N, carries -0.601

---

4.
A structure of composition C20H32N2O3 in a non-equilibrium geometry. Source: the OMol25 dataset; level of theory: the ωB97M-V functional and the def2-TZVPD basis.

```
57
C20H32N2O3 the ωB97M-V functional and the def2-TZVPD basis
C -8.5713 -1.0063 1.0401
H -8.2856 -1.4689 1.9288
H -8.9799 0.0350 1.0761
H -9.1586 -1.7027 0.3039
O -7.3723 -0.9783 0.1170
C -6.5620 -0.0969 0.9435
O -6.8118 0.3716 2.1325
C -5.2776 0.1814 -0.0027
C -4.2995 0.9803 0.5660
C -3.0280 1.0966 -0.0368
C -2.9273 0.7370 -1.2466
C -3.9799 -0.1604 -1.9017
C -5.0409 -0.6266 -1.2315
H -5.8217 -0.9734 -1.5004
H -3.7381 -0.7482 -2.8870
C -1.6488 0.7325 -1.8772
N -0.4086 0.5305 -1.0474
C 0.7407 1.1368 -1.6180
H 1.1947 0.6665 -2.6172
C 1.8765 1.2797 -0.5348
N 2.0698 -0.0616 -0.1036
C 0.7520 -0.5290 0.6131
C -0.2341 -0.5417 -0.5532
H 0.0001 -1.2882 -1.2573
H -1.1606 -0.8547 -0.4134
H 0.6012 0.0037 1.2871
H 1.0648 -1.8202 0.8249
C 2.9937 -0.7919 -0.8237
H 2.6752 -0.9010 -1.7596
C 4.4831 -0.7199 -0.4775
H 4.5872 0.4931 -0.3909
H 4.9680 -0.9384 -1.5902
C 5.1187 -1.4281 0.6246
C 5.0281 -3.1058 0.3490
H 5.4027 -3.2919 -0.6120
H 5.7035 -3.2836 1.1512
H 4.0652 -3.3604 0.2821
C 4.4557 -1.0908 2.2118
H 4.5768 -0.0084 2.1656
H 4.8069 -1.5521 2.8429
H 3.4728 -1.4017 2.0974
H 6.0036 -1.0951 0.8749
H 2.6229 -2.0224 -0.4798
C 1.5765 2.1855 0.4141
H 1.4261 3.3450 -0.2055
H 0.8385 2.0622 0.8795
C 2.8293 2.3080 1.4637
O 4.1184 2.6345 0.8954
H 3.9103 3.7212 0.3063
H 2.3347 3.1957 2.2606
H 2.9326 1.4835 1.8181
H 2.8626 1.5382 -1.2153
H 0.7863 2.2610 -2.1781
H -1.4221 -0.0375 -2.7402
H -1.4799 1.7046 -2.3169
H -2.2342 1.8474 0.5937
H -4.4361 1.3550 1.5539
```

Calculated values
**Highest occupied orbital energy**: -0.2757 Ha
**Lowest unoccupied orbital energy**: 0.09 eV

Atomic partial charges in e from the Mulliken method, atoms 1 to 2: number 1, C, carries -0.707; number 2, H, carries 0.345